i | Density functional theory data (ωB97M-V/def2-TZVPD) for the ion C2H7BrN with charge +1.

Each line ends with the natural charge from an NBO analysis.
Cartesian coordinates (Å):
C1 0.044 -0.700 0.749  -0.47
N1 0.367 0.554 0.048  -0.54
C2 -0.294 0.827 -1.290  -0.27
Br1 0.129 2.675 -1.875  0.12
H1 -1.132 -0.846 0.746  0.25
H2 0.557 -1.587 0.191  0.25
H3 0.378 -0.726 1.875  0.28
H4 1.414 0.678 -0.002  0.45
H5 -0.028 1.283 0.669  0.44
H6 0.253 0.112 -2.038  0.26
H7 -1.253 0.548 -1.080  0.22

## Properties
Orbital gap: 11.3 eV
SMILES: C[NH2+]CBr
Molecular weight: 125.0 g mol⁻¹
2S+1: 1
Net charge: +1

***

ii | Density functional theory data (ωB97M-V/def2-TZVPD) for a cluster of 2 separate species, C2H7BrN in total.

Each line ends with the natural charge from an NBO analysis.
Cartesian coordinates (Å):
C1 -1.149 -0.022 -0.595  -0.76
C2 -0.133 -0.189 0.516  -0.12
N1 1.316 0.272 0.100  -0.74
Br1 -0.576 0.503 2.142  0.26
H1 -1.116 -0.628 -1.595  0.28
H2 -2.089 -0.475 -0.164  0.29
H3 -1.431 0.997 -0.827  0.25
H4 0.418 -1.928 0.422  0.19
H5 0.992 1.094 -0.515  0.44
H6 1.781 0.681 0.924  0.45
H7 1.987 -0.304 -0.408  0.46

## Properties
Orbital gap: 9.7 eV
Molecular weight: 125.0 g mol⁻¹
2S+1: 1
Net charge: +1

***

iii | Density functional theory data (ωB97M-V/def2-TZVPD) for a cluster of 2 separate species, C2H7BrN in total.

Each line ends with the natural charge from an NBO analysis.
Cartesian coordinates (Å):
C1 -0.048 -1.568 0.470  -0.41
C2 0.651 0.382 -0.820  -0.25
N1 0.087 1.525 -0.111  -0.76
Br1 2.571 0.478 -0.813  0.13
H1 -1.132 -1.156 0.576  0.21
H2 0.106 -2.502 -0.168  0.24
H3 0.670 -1.426 1.258  0.21
H4 0.229 0.066 -1.782  0.25
H5 -0.613 2.244 -0.420  0.46
H6 -0.337 1.166 0.779  0.45
H7 0.791 2.195 0.353  0.46

## Properties
Orbital gap (alpha / beta): 8.7 / 8.7 eV
Molecular weight: 125.0 g mol⁻¹
2S+1: 1
Net charge: +1

***

Most stable structure: i

***

i | Density functional theory data (ωB97M-V/def2-TZVPD) for the molecule C2HClO2.

Each line ends with the natural charge from an NBO analysis.
Cartesian coordinates (Å):
O1 1.740 0.734 -0.696  -0.51
C1 0.802 0.407 -0.074  0.76
O2 0.352 0.302 1.142  -0.44
C2 -0.571 -0.132 -0.088  -0.10
Cl1 -0.884 -1.821 -0.156  0.06
H1 -1.439 0.511 -0.127  0.23

## Properties
Orbital gap: 11.4 eV
SMILES: O=C1O[C@@H]1Cl
Molecular weight: 92.5 g mol⁻¹
2S+1: 1
Net charge: 0

***

ii | Density functional theory data (ωB97M-V/def2-TZVPD) for the molecule C2HClO2.

Each line ends with the natural charge from an NBO analysis.
Cartesian coordinates (Å):
C1 -0.157 0.517 0.300  0.07
C2 -0.545 -0.549 -0.444  -0.01
O1 0.912 0.380 1.017  -0.17
O2 1.620 -0.689 0.487  -0.32
Cl1 -1.022 -1.020 -1.897  0.22
H1 -0.808 1.361 0.537  0.22

## Properties
Orbital gap (alpha / beta): 7.1 / 8.1 eV
Molecular weight: 92.5 g mol⁻¹
2S+1: 1
Net charge: 0

***

Most stable structure: i